(1)
102
Properties=species:S:1:pos:R:3 method="wB97M-V/def2-TZVPD" total_charge=+2 lumo_energy_ha="-0.166 / -0.166" gap_ha="0.0879 / 0.2522" fmax_ha_per_bohr=0.0952 total_energy_ev=-51016.02599 spin_multiplicity=2 homo_ev="-6.9 / -11.4"
O 2.1063 3.8983 -2.6543
H 1.6127 3.3977 -1.9760
C 1.2990 4.7903 0.4198
C 1.7925 6.1681 -0.0488
O 1.9084 7.1476 0.6646
N 2.4260 6.2442 -1.4514
H 2.2299 5.3663 -1.9106
H 1.8957 6.9283 -1.9719
C 3.8818 6.7357 -1.3395
H 0.6733 4.3696 -0.3674
H 0.6472 5.0239 1.2616
H 2.1446 4.1448 0.6573
H 4.3361 5.9303 -0.7624
H 3.8779 7.7212 -0.8737
H 4.2990 6.7831 -2.3453
C 0.2140 2.8032 -5.1016
C 1.4091 3.2049 -5.9676
O 1.6278 2.7587 -7.1054
N 2.3657 4.2984 -5.3793
H 2.0931 5.2117 -5.7136
H 2.1338 4.2815 -4.3965
C 3.8232 3.9888 -5.7873
H -0.4806 2.3506 -5.8091
H -0.3225 3.7184 -4.8512
H 0.4286 2.2044 -4.2164
H 3.9946 2.9279 -5.9695
H 4.5241 4.3801 -5.0499
H 3.9506 4.5425 -6.7175
C 3.2105 0.6727 -1.6888
N 4.6284 0.7633 -1.1709
C 4.5150 1.4508 0.2045
C 4.9784 -0.7107 -0.8371
C 5.7303 1.3495 -2.0478
C 5.2985 2.5778 -2.7947
O 4.7202 3.5879 -2.0336
H 2.8755 1.7046 -1.7944
H 2.5429 0.1887 -0.9759
H 3.1660 0.1633 -2.6513
H 3.8172 0.9171 0.8498
H 4.2346 2.5034 0.1664
H 5.4660 1.2942 0.7136
H 4.1905 -1.1804 -0.2481
H 5.9575 -0.6746 -0.3594
H 5.0755 -1.2954 -1.7519
H 6.0062 0.6386 -2.8266
H 6.5615 1.4214 -1.3464
H 4.6343 2.3067 -3.6153
H 6.1631 3.0261 -3.2841
H 3.8515 3.7725 -2.3980
C -0.6229 1.1103 -1.0121
C -0.5286 0.0999 0.1377
C -1.8929 -0.5969 0.4780
C -1.7824 -1.6129 1.6372
P -3.1038 -2.7794 1.9648
C -4.5166 -1.9491 2.8739
C -5.6824 -2.9027 3.3478
C -5.6292 -3.3780 4.8479
C -5.7709 -2.0306 5.6074
C -3.4117 -3.6461 0.3983
C -4.0321 -5.0522 0.4193
C -4.6619 -5.3884 -1.0045
C -3.5908 -5.6272 -2.1083
C -2.3807 -4.0316 3.0385
C -1.6056 -3.5218 4.2593
C -1.2160 -4.7440 5.1968
C -0.8568 -4.2950 6.6468
H -1.1020 0.7377 -1.9175
H 0.4029 1.3560 -1.2867
H -1.1789 2.0087 -0.7437
H -0.0166 0.5109 1.0078
H 0.1796 -0.7251 0.0612
H -2.2638 -1.0262 -0.4527
H -2.6339 0.1672 0.7132
H -1.7505 -1.0041 2.5407
H -0.8569 -2.1828 1.5548
H -4.8512 -1.1456 2.2178
H -4.0074 -1.4106 3.6731
H -5.6174 -3.7962 2.7269
H -6.5969 -2.3759 3.0754
H -4.8012 -4.0358 5.1122
H -6.4768 -4.0561 4.9472
H -6.7230 -1.5841 5.3205
H -4.9635 -1.3261 5.4079
H -5.8257 -2.1698 6.6871
H -2.4306 -3.6622 -0.0763
H -4.0593 -3.0378 -0.2331
H -4.8024 -4.9779 1.1870
H -3.3437 -5.8783 0.5972
H -5.3649 -4.6192 -1.3244
H -5.3135 -6.2604 -0.9490
H -2.8611 -6.4073 -1.8912
H -3.0170 -4.7005 -2.1009
H -4.0078 -5.7683 -3.1054
H -1.7392 -4.5815 2.3499
H -3.2987 -4.5396 3.3340
H -2.3069 -2.8010 4.6796
H -0.7347 -3.0030 3.8586
H -0.4811 -5.4360 4.7856
H -2.1686 -5.2708 5.2523
H -0.0914 -3.5319 6.5056
H -0.4602 -5.1255 7.2308
H -1.6654 -3.7930 7.1781

(2)
7
Properties=species:S:1:pos:R:3 method="wB97M-V/def2-TZVPD" e_above_lowest_kcal_mol=38.9 total_charge=0 lumo_energy_ha=-0.057 gap_ha=0.2614 fmax_ha_per_bohr=0.0369 total_energy_ev=-26653.16570 spin_multiplicity=1 homo_ev=-8.7
Si 0.6550 0.9757 0.1121
Si -1.0425 -0.7131 0.0708
S 2.0449 -0.5005 0.1247
H 0.7494 1.3170 -1.2800
H 0.2531 2.0604 0.9661
H -1.5863 -1.5600 1.0957
H -1.0736 -1.5796 -1.0893

(3)
11
Properties=species:S:1:pos:R:3 method="wB97M-V/def2-TZVPD" e_above_lowest_kcal_mol=107.8 total_charge=0 lumo_energy_ha=-0.027 gap_ha=0.3051 fmax_ha_per_bohr=0.0919 total_energy_ev=-11616.15471 spin_multiplicity=1 homo_ev=-9.0
C 0.4406 -0.2931 -0.0441
C -1.2393 1.1912 -0.0836
H 3.2836 -0.0550 0.5361
H -1.5981 2.2526 -0.4235
H -0.3873 -2.1367 -0.0467
N 1.7063 -0.6969 -0.0549
N 0.0510 1.0803 -0.0013
N -2.2640 0.3287 0.1532
N -1.9244 -0.8910 0.0901
N -0.6853 -1.1708 -0.1546
O 2.6169 0.3907 0.0293

(4)
62
Properties=species:S:1:pos:R:3 method="wB97M-V/def2-TZVPD" e_above_lowest_kcal_mol=9.2 total_charge=0 lumo_energy_ha="0.014 / 0.011" gap_ha="0.2143 / 0.2835" fmax_ha_per_bohr=0.0152 total_energy_ev=-57097.78321 spin_multiplicity=2 homo_ev="-5.4 / -7.4"
Hg -1.0767 -0.8585 -0.3315
C -5.0243 -2.4491 -3.2449
O -4.7414 -1.0552 -3.1735
C -3.6539 -0.7260 -2.4674
O -2.9310 -1.5370 -1.9293
N -3.4881 0.6159 -2.4663
N -2.4636 1.2210 -1.7327
H -5.9222 -2.5299 -3.8500
H -5.1910 -2.8519 -2.2452
H -4.1930 -2.9816 -3.7081
H -4.2004 1.1681 -2.9327
H -2.8333 1.7968 -0.9762
H -1.8602 1.7792 -2.3322
C 7.9408 4.7898 -3.4084
C 6.7670 3.9377 -3.0467
O 5.6136 4.1864 -3.2471
S 7.2880 2.4455 -2.2159
C 5.7077 1.6710 -1.9221
C 5.2040 1.6199 -0.6316
C 3.9633 1.0603 -0.4047
C 3.2260 0.5362 -1.4696
C 3.7573 0.5753 -2.7598
C 4.9942 1.1441 -2.9866
C 1.9289 0.0083 -1.2405
C 0.8171 -0.4260 -1.0343
H 7.8147 5.1985 -4.4091
H 8.8634 4.2218 -3.3395
H 7.9890 5.6212 -2.7080
H 5.7785 2.0290 0.1852
H 3.5473 1.0399 0.5915
H 3.1939 0.1675 -3.5864
H 5.3982 1.1949 -3.9870
C 2.4897 -1.4644 2.1318
O 1.3340 -1.5491 2.9307
C 0.2427 -2.1961 2.4063
C 0.2804 -3.0753 1.3384
C -0.8993 -3.6840 0.8860
C -2.0953 -3.4696 1.5630
C -2.1376 -2.5976 2.6346
C -0.9934 -1.8951 3.0282
N -1.0200 -0.9553 4.0281
C -2.0736 -0.1204 4.2958
C -3.0822 0.2660 3.4091
C -4.2822 0.7919 3.9462
C -5.3680 1.0878 3.1643
C -5.3015 0.8762 1.7896
C -4.1250 0.4327 1.2168
C -2.9736 0.1870 1.9691
O -1.8042 -0.0261 1.4155
H 2.9750 -2.4375 2.0155
H 3.1629 -0.7957 2.6665
H 2.2479 -1.0532 1.1459
H 1.2162 -3.3202 0.8563
H -0.8487 -4.3977 0.0755
H -2.9866 -4.0053 1.2635
H -3.0651 -2.4201 3.1570
H -0.1134 -0.7171 4.4098
H -2.1339 0.2183 5.3232
H -4.3437 0.9233 5.0182
H -6.2818 1.4479 3.6158
H -6.1605 1.0775 1.1663
H -4.0747 0.2598 0.1462

(5)
67
Properties=species:S:1:pos:R:3 method="wB97M-V/def2-TZVPD" total_charge=+1 lumo_energy_ha=-0.138 gap_ha=0.2965 fmax_ha_per_bohr=0.0834 total_energy_ev=-58113.06762 spin_multiplicity=1 homo_ev=-11.8
F 3.4278 -2.4280 -4.8756
C 2.7669 -1.4916 -3.9378
C 2.8761 0.0409 -4.5984
N 1.4123 0.4338 -4.3073
C 0.4249 -0.7513 -4.3465
O 1.3192 -1.8795 -4.0129
H 3.0634 -1.4773 -2.8054
H 3.2143 0.0114 -5.7289
H 3.4833 0.7981 -3.9043
H 1.4711 0.5907 -3.2563
H 1.0825 1.3593 -4.6592
H -0.0712 -0.6942 -5.4048
H -0.4080 -0.6251 -3.5074
O 0.1547 4.3957 0.3370
Si -0.1155 2.7666 0.0493
C -0.8146 2.5081 -1.6775
C -1.3371 2.0681 1.2975
C 1.4836 1.7889 0.1847
Si -0.6890 5.8427 0.4016
C 0.4602 7.2712 0.8139
C -2.0274 5.7678 1.7204
C -1.5017 6.2067 -1.2527
H -1.8008 2.9721 -1.7690
H -0.9169 1.4409 -1.8952
H -0.1543 2.9515 -2.4286
H -0.9864 2.2480 2.3185
H -1.4551 0.9900 1.1587
H -2.3179 2.5373 1.1829
H 1.9149 1.8878 1.1849
H 2.2172 2.1432 -0.5451
H 1.2980 0.7266 -0.0046
H 0.9384 7.1150 1.7853
H -0.0969 8.2122 0.8535
H 1.2432 7.3687 0.0558
H -2.7832 5.0204 1.4623
H -2.5250 6.7365 1.8199
H -1.5958 5.5002 2.6895
H -2.2594 5.4542 -1.4873
H -0.7587 6.2059 -2.0555
H -1.9897 7.1862 -1.2382
O 0.4795 -3.9196 2.0193
Si 0.2092 -5.5487 1.7315
C -0.4898 -5.8071 0.0047
C -1.0124 -6.2472 2.9797
C 1.8083 -6.5264 1.8669
Si -0.3643 -2.4726 2.0838
C 0.7849 -1.0441 2.4962
C -1.7027 -2.5474 3.4027
C -1.1770 -2.1086 0.4296
H -1.4761 -5.3431 -0.0868
H -0.5922 -6.8743 -0.2130
H 0.1704 -5.3637 -0.7464
H -0.6616 -6.0672 4.0008
H -1.1304 -7.3253 2.8410
H -1.9932 -5.7780 2.8652
H 2.2396 -6.4274 2.8671
H 2.5419 -6.1720 1.1371
H 1.6228 -7.5886 1.6776
H 1.2632 -1.2003 3.4675
H 0.2278 -0.1031 2.5358
H 1.5680 -0.9466 1.7380
H -2.4585 -3.2949 3.1446
H -2.2002 -1.5787 3.5021
H -1.2711 -2.8151 4.3717
H -1.9346 -2.8611 0.1949
H -0.4339 -2.1094 -0.3732
H -1.6649 -1.1291 0.4441